A cluster of 2 separate species, ClH2OPS in total in a non-equilibrium geometry, computed with wB97M-V/def2-TZVPD.

Structure (ORCA input):
```
! RIJCOSX wB97M-V def2-TZVPD def2/J DEFGRID3
* xyz 0 1
O 4.203 -1.008 -0.237
P 2.748 -0.860 -0.013
S 2.260 1.108 0.525
Cl -1.242 -1.199 0.575
H -0.553 -0.542 -0.365
H 0.967 0.926 1.010
*
```

- Largest force on an atom: 1.62 eV Å⁻¹
- Highest occupied orbital energy: -0.3671 Ha
- SMILES: O=PS.Cl
- LUMO: -0.876 eV
- Energy relative to the best compared isomer or geometry (same formula, charge and spin): 28.73 kcal/mol
- E: -34726.7396 eV